No. 1
{"formula": "C2H2N2OS", "method": "wB97M-V/def2-TZVPD", "symbols": ["C", "C", "N", "N", "O", "S", "H", "H"], "xyz": [[1.378, 0.353, 0.211], [-2.296, -0.012, -0.012], [2.074, -0.642, -0.165], [-1.350, 0.703, -0.299], [0.044, 0.814, 0.256], [-3.593, -0.809, 0.140], [2.052, 1.124, 0.441], [1.691, -1.531, -0.571]], "lowdin_charge": [-0.271, -0.810, 0.104, 0.074, -0.080, 0.802, 0.104, 0.077], "homo_ev": -9.83, "homo_lumo_gap_ev": 8.44, "e_lumo_ev": -1.39, "smiles": "[H]/N=C\\ON=C=S", "e_tot_ha": -660.1775, "max_force_ev_per_a": 4.13}

No. 2
{"formula": "C7H12NO3S", "method": "wB97M-V/def2-TZVPD", "symbols": ["C", "C", "C", "C", "C", "C", "C", "N", "O", "O", "O", "S", "H", "H", "H", "H", "H", "H", "H", "H", "H", "H", "H", "H"], "xyz": [[0.775, -0.042, -0.098], [2.332, 0.268, -0.186], [0.115, -0.604, 0.949], [2.630, 0.965, -1.454], [1.566, 0.821, -2.464], [-1.831, -1.790, 1.680], [-1.872, 0.604, 1.514], [-1.296, -0.698, 0.948], [3.025, -0.110, 0.698], [-0.824, -0.351, -2.132], [-0.574, 1.873, -0.998], [0.011, 0.622, -1.538], [0.618, -0.826, 1.822], [2.774, 2.057, -1.152], [3.427, 0.284, -1.785], [1.412, 1.608, -3.211], [1.706, -0.166, -3.039], [-1.347, -2.006, 2.609], [-2.876, -1.564, 1.929], [-1.957, -2.823, 1.093], [-3.052, 0.654, 1.433], [-1.636, 0.821, 2.509], [-1.449, 1.380, 0.841], [-1.678, -0.978, 0.030]], "mulliken_spin": [0.125, 0.306, 0.443, 0.111, 0.011, 0.012, 0.024, 0.015, 0.794, 0.027, 0.038, 0.025, 0.020, 0.022, 0.018, 0.006, 0.000, 0.000, 0.001, -0.001, 0.009, 0.002, -0.010, 0.002], "homo_ev": [-10.84, -14.23], "homo_lumo_gap_ev": [8.20, 6.71], "e_lumo_ev": [-2.64, -7.51], "e_tot_ha": -952.1123, "multiplicity": 3, "max_force_ev_per_a": 7.48, "total_charge": 1}

No. 3
{"formula": "C16H16IrN4OS2Te", "method": "wB97M-V/def2-TZVPD", "symbols": ["Ir", "S", "N", "C", "C", "C", "C", "C", "N", "C", "C", "N", "C", "C", "C", "C", "C", "N", "H", "H", "H", "H", "H", "H", "Te", "C", "C", "S", "O", "C", "C", "H", "H", "H", "H", "H", "H", "H", "H", "H", "H"], "xyz": [[-0.306, 1.201, -0.886], [5.689, -0.610, 3.569], [5.603, -0.300, 1.996], [4.354, 0.000, 1.665], [3.848, 0.289, 0.359], [4.642, 0.293, -0.796], [4.061, 0.602, -2.008], [2.691, 0.865, -2.047], [1.929, 0.838, -0.966], [2.469, 0.576, 0.241], [1.611, 0.621, 1.407], [0.328, 0.992, 1.244], [-0.483, 1.069, 2.288], [-0.075, 0.754, 3.582], [1.230, 0.361, 3.789], [2.103, 0.304, 2.694], [3.487, -0.032, 2.801], [4.139, -0.368, 3.907], [5.695, 0.067, -0.700], [4.644, 0.646, -2.916], [2.199, 1.102, -2.983], [-1.496, 1.392, 2.091], [-0.777, 0.827, 4.396], [1.603, 0.102, 4.769], [-0.552, 3.725, -1.620], [-4.638, 1.589, -1.569], [-4.441, 0.173, -2.076], [-3.175, -0.723, -1.083], [-1.850, -0.136, -1.575], [-3.220, -2.361, -1.935], [-2.825, -3.452, -0.962], [-5.218, 2.149, -2.303], [-3.680, 2.100, -1.438], [-5.181, 1.607, -0.627], [-4.116, 0.164, -3.115], [-5.352, -0.412, -1.957], [-2.530, -2.289, -2.775], [-4.231, -2.519, -2.303], [-1.798, -3.325, -0.632], [-2.912, -4.426, -1.441], [-3.469, -3.453, -0.086]], "mulliken_spin": [0.006, 0.000, 0.000, 0.001, -0.006, 0.008, 0.000, 0.011, -0.058, 0.006, 0.007, 0.030, 0.009, -0.006, 0.006, -0.009, 0.002, 0.000, 0.000, 0.000, 0.004, 0.000, 0.000, 0.000, 0.962, -0.042, 0.004, 0.004, 0.016, 0.004, 0.000, -0.001, 0.044, 0.002, 0.000, -0.001, 0.000, 0.001, 0.000, 0.000, 0.000], "homo_ev": [-14.71, -14.53], "homo_lumo_gap_ev": [6.20, 6.08], "e_lumo_ev": [-8.51, -8.45], "e_tot_ha": -2081.6769, "multiplicity": 2, "max_force_ev_per_a": 2.52, "total_charge": 2}